(1)
100
Properties=species:S:1:pos:R:3:lowdin_charge:R:1 method="wB97M-V/def2-TZVPD" charge=+3 homo_ev=-16.467 e_tot_ha=-3946.87408 gap_ev=7.6 lumo_energy_ev=-8.867 multiplicity=1
Y 0.4392 -0.0457 0.2653 0.841
C -2.7564 4.2780 -1.4891 -0.023
C -3.3470 2.9066 -1.4443 -0.206
C -4.6847 2.6527 -1.3892 0.110
C -5.2144 1.3270 -1.3068 -0.169
N -4.4193 0.2904 -1.3197 0.222
N -3.1011 0.5645 -1.4261 -0.025
B -2.2604 -0.6398 -1.6251 -0.527
N -1.6217 -0.8732 -2.9472 0.018
N -2.6844 -0.8079 -3.7983 0.216
C -2.4794 -1.1237 -5.0462 -0.167
C -1.1806 -1.5194 -5.4743 0.104
C -0.1194 -1.5537 -4.6248 -0.217
C 1.2549 -1.9388 -5.0747 -0.040
C -0.3714 -1.1906 -3.2617 -0.557
S 0.9253 -1.1538 -2.1278 0.697
C -3.6553 -1.0484 -6.0007 -0.544
C -3.8755 -2.4435 -6.6034 -0.016
C -4.9201 -0.5968 -5.2758 -0.052
C -3.3082 -0.0439 -7.1086 -0.020
N -2.4904 -1.7983 -0.7190 0.039
N -2.8711 -2.8704 -1.4651 0.222
C -3.4718 -3.8442 -0.8390 -0.173
C -3.6724 -3.7815 0.5712 0.104
C -3.2582 -2.7222 1.3197 -0.220
C -3.4818 -2.6337 2.7964 -0.025
C -2.6111 -1.6665 0.6123 -0.574
S -2.0271 -0.2325 1.3620 0.731
C -3.9648 -5.0223 -1.6553 -0.542
C -5.4589 -5.2270 -1.3536 -0.018
C -3.1688 -6.2673 -1.2375 -0.021
C -3.7798 -4.7654 -3.1485 -0.050
C -2.5137 1.7514 -1.4272 -0.563
S -0.7877 1.7541 -1.4056 0.695
C -6.7078 1.0891 -1.2140 -0.548
C -7.3603 1.6654 -2.4799 -0.017
C -7.0194 -0.4019 -1.1155 -0.049
C -7.2404 1.8116 0.0321 -0.022
H -3.5392 5.0321 -1.5111 0.098
H -2.1277 4.3992 -2.3724 0.099
H -2.1252 4.4500 -0.6158 0.097
H -5.3819 3.4809 -1.3803 0.139
H -1.0352 -1.7968 -6.5105 0.140
H 1.2397 -2.2351 -6.1206 0.098
H 1.6473 -2.7649 -4.4812 0.089
H 1.9419 -1.0991 -4.9576 0.098
H -4.1120 -3.1786 -5.8316 0.079
H -3.0074 -2.7970 -7.1621 0.090
H -4.7124 -2.4086 -7.3009 0.104
H -5.1973 -1.2794 -4.4702 0.076
H -5.7405 -0.5660 -5.9929 0.102
H -4.8088 0.4010 -4.8469 0.079
H -2.4278 -0.3430 -7.6797 0.088
H -3.1332 0.9541 -6.7027 0.097
H -4.1402 0.0203 -7.8098 0.103
H -4.1554 -4.6197 1.0591 0.143
H -3.7768 -3.6000 3.2005 0.101
H -4.2753 -1.9148 3.0115 0.108
H -2.5883 -2.2830 3.3108 0.068
H -5.6369 -5.5700 -0.3337 0.089
H -5.8509 -5.9926 -2.0226 0.104
H -6.0319 -4.3127 -1.5188 0.095
H -3.1783 -6.4306 -0.1568 0.086
H -2.1313 -6.2005 -1.5747 0.087
H -3.6053 -7.1546 -1.6964 0.105
H -4.3565 -3.8997 -3.4805 0.075
H -4.1288 -5.6386 -3.6994 0.104
H -2.7343 -4.5952 -3.4100 0.083
H -6.9686 1.1889 -3.3807 0.084
H -7.2180 2.7435 -2.5703 0.089
H -8.4344 1.4840 -2.4437 0.104
H -6.6456 -0.9534 -1.9794 0.076
H -8.1005 -0.5306 -1.0711 0.100
H -6.5896 -0.8477 -0.2164 0.081
H -7.1084 2.8931 -0.0224 0.087
H -6.7541 1.4509 0.9405 0.095
H -8.3098 1.6234 0.1267 0.103
S 2.2785 1.8601 -0.1837 0.563
C 3.5424 1.8168 0.9694 -1.077
N 4.5169 2.6845 0.9926 -0.016
C 5.5988 2.4875 1.9711 -0.147
C 5.0988 1.4450 2.9861 -0.350
S 3.6708 0.6230 2.2003 0.950
H 4.5599 3.4177 0.2955 0.167
H 5.8127 3.4361 2.4581 0.139
H 6.4918 2.1508 1.4461 0.138
H 4.7713 1.8974 3.9178 0.092
H 5.8571 0.6955 3.1928 0.093
N -0.9237 -7.0440 3.2316 0.230
C -0.5221 -6.0582 2.8021 -0.138
C -0.1039 -4.8077 2.2238 -0.179
C 0.1658 -3.7048 3.0294 0.028
C 0.4583 -2.5089 2.4083 -0.130
N 0.4917 -2.3567 1.0730 -0.079
C 0.2834 -3.4421 0.3093 -0.125
C -0.0141 -4.6806 0.8441 0.028
H 0.1387 -3.7714 4.1078 0.144
H 0.6554 -1.6314 3.0162 0.117
H 0.3671 -3.3070 -0.7593 0.064
H -0.1815 -5.5292 0.1949 0.133

(2)
109
Properties=species:S:1:pos:R:3:lowdin_charge:R:1 method="wB97M-V/def2-TZVPD" charge=-1 homo_ev=-7.787 e_tot_ha=-3231.54379 gap_ev=9.6 lumo_energy_ev=1.848 multiplicity=1
O 1.5440 -1.2458 3.1961 0.146
C 1.4326 -1.1432 1.9966 -0.369
O 0.9289 -0.1610 1.3074 0.226
B 1.1079 -0.3974 -0.1427 -0.880
O 1.7927 -1.7109 -0.2622 0.215
C 1.8760 -2.2446 0.9425 -0.341
O 2.1644 -3.3772 1.2889 0.125
O 1.8394 0.7658 -0.6820 0.242
C 1.1501 1.4543 -1.5092 -0.395
O 1.4003 2.5182 -2.0427 0.139
C -0.1271 0.5996 -1.7449 -0.361
O -0.1400 -0.2876 -0.8414 0.255
O -1.0961 0.9252 -2.4474 0.117
O -1.4049 -4.1148 4.8993 0.054
C -0.1866 -4.3412 4.6631 -0.428
O 0.7496 -3.5522 5.1816 0.013
C 2.0640 -3.9617 4.8517 -0.173
C 1.8788 -5.4329 4.6585 -0.158
C 0.5133 -5.5182 3.9827 -0.055
H 2.7163 -3.8002 5.7099 0.133
H 2.4909 -3.4738 3.9755 0.108
H 1.8817 -5.8982 5.6442 0.121
H 2.7435 -5.7810 4.0936 0.119
H -0.1388 -6.3444 4.2657 0.123
H 0.4940 -5.3579 2.9047 0.125
O 0.3586 4.6721 -5.3779 0.095
C -0.5166 4.7353 -4.5348 -0.373
O -0.5111 5.8138 -3.6028 -0.045
C -0.8803 5.3882 -2.2846 -0.145
C -1.7111 4.0948 -2.5512 -0.139
C -1.3799 3.5800 -3.9747 -0.058
H -1.5542 6.1536 -1.8996 0.114
H 0.0697 5.3186 -1.7548 0.115
H -2.7775 4.2848 -2.4296 0.104
H -1.5148 3.3128 -1.8177 0.071
H -2.2431 3.4011 -4.6158 0.120
H -0.8690 2.6207 -4.0580 0.089
O -0.3658 0.4698 -5.9206 0.088
C 0.6859 0.2185 -5.3319 -0.472
O 0.8119 -0.9563 -4.7516 0.035
C 2.0835 -1.1415 -4.0742 -0.115
C 2.9513 -0.0168 -4.5960 -0.142
C 1.9519 1.0487 -5.0613 -0.050
H 2.4066 -2.1015 -4.4767 0.118
H 1.9982 -1.0828 -2.9891 0.114
H 3.5328 -0.2932 -5.4756 0.115
H 3.6361 0.3281 -3.8213 0.116
H 2.2587 1.4780 -6.0151 0.126
H 1.7569 1.8357 -4.3328 0.103
O -1.1078 0.4143 8.3322 0.091
C -1.4287 -0.1358 7.3091 -0.502
O -2.6718 -0.2685 6.9472 0.056
C -2.7980 -0.9131 5.6523 -0.118
C -1.4432 -0.7348 4.9366 -0.168
C -0.5566 -0.6683 6.1353 -0.080
H -3.5316 -0.3766 5.0505 0.090
H -3.1443 -1.9456 5.6980 0.121
H -1.3900 0.2289 4.4300 0.105
H -1.2914 -1.4265 4.1080 0.109
H 0.1673 0.1099 5.8934 0.122
H -0.1230 -1.6384 6.3781 0.112
O -3.2979 0.6839 -5.2543 0.111
C -3.8304 0.4700 -4.1745 -0.433
O -4.6714 1.4341 -3.6036 0.000
C -5.1672 0.9733 -2.3580 -0.180
C -4.9014 -0.5083 -2.3587 -0.157
C -3.6573 -0.6522 -3.2444 -0.075
H -6.2250 1.2366 -2.3571 0.128
H -4.6101 1.4191 -1.5340 0.103
H -5.7234 -1.0881 -2.7783 0.114
H -4.7911 -0.8648 -1.3346 0.107
H -3.6272 -1.5280 -3.8926 0.136
H -2.8132 -0.6912 -2.5559 0.113
O 2.7828 6.5513 0.6473 0.087
C 2.8294 5.3595 0.9564 -0.398
O 3.9919 4.6168 0.9475 0.032
C 3.7464 3.2980 1.3073 -0.183
C 2.4217 3.3800 2.1133 -0.157
C 1.6668 4.5215 1.5163 -0.083
H 4.4975 2.8162 1.9333 0.122
H 3.6818 2.5843 0.4860 0.114
H 2.7370 3.6960 3.1077 0.119
H 1.8614 2.4458 2.1504 0.110
H 1.1196 4.9784 2.3408 0.127
H 1.0203 4.2172 0.6933 0.113
O -4.3433 1.3464 3.8567 0.091
C -3.7596 1.4591 2.7927 -0.469
O -3.2451 0.4253 2.1065 0.026
C -2.6220 0.8612 0.8505 -0.060
C -2.6736 2.4105 0.9391 -0.167
C -3.4348 2.7740 2.1338 -0.091
H -3.3624 0.5365 0.1195 0.109
H -1.5875 0.5180 0.8591 0.113
H -3.0470 2.8318 0.0057 0.102
H -1.6717 2.7992 1.1212 0.112
H -4.3561 3.1318 1.6742 0.132
H -3.0665 3.5285 2.8290 0.139
O 3.8309 -4.9004 -5.1286 0.090
C 3.5255 -4.6979 -3.9617 -0.529
O 2.3059 -4.3589 -3.6158 0.018
C 2.0598 -4.4205 -2.2255 -0.123
C 3.4857 -4.4435 -1.6685 -0.154
C 4.3481 -4.9962 -2.7805 -0.074
H 1.5719 -5.3916 -2.1424 0.132
H 1.4344 -3.6043 -1.8637 0.118
H 3.5156 -5.0858 -0.7883 0.111
H 3.7893 -3.4623 -1.3037 0.112
H 4.4369 -6.0788 -2.6903 0.138
H 5.2903 -4.4584 -2.8855 0.135

(3)
98
Properties=species:S:1:pos:R:3:lowdin_charge:R:1 method="wB97M-V/def2-TZVPD" charge=+1 homo_ev=-10.278 e_tot_ha=-3148.83694 gap_ev=7.1 lumo_energy_ev=-3.209 multiplicity=1
Zr -0.3138 0.4750 -0.8693 1.567
C -1.8267 -6.9496 -2.7471 -0.014
C -2.9317 -5.9211 -2.9814 -0.292
C -4.3062 -6.4042 -2.5398 -0.125
C -4.3409 -6.6213 -1.0321 -0.121
C -3.8471 -5.3943 -0.3137 -0.117
C -4.2172 -5.1533 0.9890 0.075
C -3.7793 -4.0069 1.6503 -0.250
F -4.1489 -3.8204 2.9203 0.094
C -3.0035 -3.0701 1.0315 0.082
C -2.6184 -3.2854 -0.2991 -0.035
C -1.8146 -2.3007 -0.9823 -0.227
O -1.5505 -1.1896 -0.3899 -0.214
C -1.3807 -2.6160 -2.2770 -0.002
C -1.7994 -3.7856 -2.8649 0.069
N -2.5966 -4.6666 -2.2711 0.037
C -3.0165 -4.4591 -0.9693 -0.054
C -0.4250 -1.7459 -3.0570 -0.603
O -0.0934 -2.0924 -4.1631 0.091
O -0.0083 -0.6821 -2.4300 -0.381
H -2.0894 -7.8924 -3.2260 0.096
H -1.6740 -7.1299 -1.6827 0.088
H -0.8844 -6.6029 -3.1716 0.089
H -2.9683 -5.6743 -4.0421 0.152
H -4.5396 -7.3285 -3.0660 0.128
H -5.0569 -5.6618 -2.8204 0.132
H -3.7270 -7.4827 -0.7576 0.126
H -5.3562 -6.8452 -0.7059 0.128
H -4.8598 -5.8491 1.5137 0.142
H -2.6836 -2.1812 1.5587 0.130
H -1.4632 -3.9954 -3.8736 0.162
C 0.4333 3.6800 1.9849 0.001
C 0.4589 3.6265 0.4576 -0.546
C 1.4900 4.5971 -0.1038 -0.011
C -0.9265 4.0232 -0.0462 -0.033
O 0.7679 2.2423 -0.0226 -0.339
Si 2.3777 1.5820 0.0111 -0.126
S 2.0720 -0.4232 -0.4588 0.486
O 3.3269 2.4032 -1.0088 -0.152
C 3.6279 2.3153 -2.4293 -0.616
C 4.5754 1.1480 -2.6844 -0.026
C 2.3450 2.1734 -3.2424 -0.031
C 4.3212 3.6301 -2.7595 -0.021
O 2.8591 1.8413 1.5276 -0.153
C 4.1606 1.8259 2.1534 -0.623
C 3.9083 1.5938 3.6380 -0.019
C 5.0075 0.7024 1.5669 -0.026
C 4.8130 3.1840 1.9162 -0.016
H 0.1867 4.6958 2.2925 0.102
H 1.3921 3.4107 2.4082 0.072
H -0.3260 3.0046 2.3819 0.078
H 1.1843 5.6157 0.1329 0.106
H 1.5521 4.4977 -1.1883 0.084
H 2.4767 4.4163 0.3219 0.080
H -1.2931 4.8592 0.5481 0.102
H -1.6247 3.1985 0.0547 0.049
H -0.9019 4.3475 -1.0847 0.081
H 4.0891 0.1993 -2.4669 0.059
H 5.4608 1.2443 -2.0536 0.088
H 4.8892 1.1509 -3.7286 0.096
H 1.8447 1.2296 -3.0240 0.051
H 2.5803 2.1813 -4.3064 0.103
H 1.6684 3.0064 -3.0369 0.080
H 5.2114 3.7402 -2.1393 0.091
H 3.6566 4.4736 -2.5673 0.083
H 4.6193 3.6462 -3.8078 0.094
H 3.4537 0.6138 3.7894 0.077
H 3.2338 2.3569 4.0286 0.086
H 4.8458 1.6366 4.1925 0.094
H 4.4760 -0.2476 1.6417 0.082
H 5.9534 0.6227 2.1017 0.097
H 5.2128 0.8995 0.5122 0.077
H 4.2023 3.9756 2.3543 0.090
H 4.9047 3.3619 0.8440 0.079
H 5.8046 3.2173 2.3680 0.095
N -2.7857 1.1492 0.2679 0.070
C -2.7287 1.3256 1.6717 -0.250
C -3.7075 1.9931 2.3608 -0.007
C -3.6483 2.1333 3.7573 -0.054
C -2.6266 1.5641 4.4598 -0.023
C -1.5976 0.8776 3.7791 -0.153
C -0.5341 0.2494 4.4597 0.016
C 0.4149 -0.4106 3.7402 -0.020
C 0.3586 -0.3788 2.3364 -0.129
N -0.5925 0.2255 1.6486 0.040
C -1.6116 0.7970 2.3646 -0.182
H -3.6046 1.6074 -0.1090 0.112
H -2.8217 0.1605 0.0363 0.067
H -4.5544 2.3979 1.8186 0.121
H -4.4366 2.6662 4.2713 0.114
H -2.5905 1.6215 5.5401 0.121
H -0.4967 0.2925 5.5414 0.129
H 1.2305 -0.9327 4.2198 0.114
H 1.1414 -0.8513 1.7670 0.036
I -1.4644 1.2438 -4.3385 0.795
C -1.3042 1.9640 -2.2891 -0.773
H -0.7566 2.8942 -2.4286 -0.066
H -2.3330 2.2436 -2.0747 -0.058

(4)
107
Properties=species:S:1:pos:R:3:lowdin_charge:R:1 method="wB97M-V/def2-TZVPD" homo_ev=-7.229 e_tot_ha=-5794.62899 gap_ev=5.5 lumo_energy_ev=-1.698 multiplicity=1
Al -1.3073 1.6310 0.5395 -0.256
O 0.4304 -0.5661 -2.7704 -0.267
As 1.0652 0.5265 -1.4711 0.978
O 2.4254 -0.2611 -1.0366 -0.458
O -0.2783 0.5798 -0.4448 -0.284
C 0.9603 2.1382 -2.5385 -0.212
C 0.7084 2.0574 -3.9023 -0.070
C 0.3485 3.1986 -4.6027 -0.067
C 0.2442 4.4237 -3.9625 -0.065
C 0.5142 4.5204 -2.6078 -0.056
C 0.8664 3.3758 -1.9114 -0.263
S 1.0694 3.4607 -0.1597 0.521
O 1.9088 2.3200 0.1741 -0.356
O 1.5775 4.7545 0.1869 -0.262
O -0.3255 3.2590 0.3566 -0.282
H 0.7732 -1.4295 -2.5132 0.007
H 0.7520 1.0968 -4.3935 0.099
H 0.1190 3.1246 -5.6581 0.106
H -0.0689 5.3011 -4.5139 0.108
H 0.4684 5.4619 -2.0768 0.115
C -1.7206 -6.0333 -1.1718 -0.065
C -1.4370 -4.6404 -1.7230 -0.196
N -1.0960 -3.6861 -0.6764 -0.037
C -2.0448 -2.7951 -0.2559 0.043
C -1.8664 -1.8886 0.7245 -0.018
C -2.9334 -0.8416 0.9066 -0.523
O -4.1084 -1.1638 0.9095 0.080
O -2.4893 0.3577 1.0066 0.046
C -0.6325 -1.8669 1.4766 -0.295
O -0.4516 -1.2430 2.5127 -0.046
C 0.4322 -2.7219 0.9128 -0.023
C 1.7081 -2.6171 1.4589 0.104
C 2.7077 -3.4092 0.9777 -0.187
F 3.9577 -3.3493 1.5093 0.059
C 2.4879 -4.3058 -0.0635 -0.182
C 1.2248 -4.4228 -0.6073 0.069
C 0.1722 -3.6245 -0.1320 -0.123
N 3.5623 -5.0961 -0.5984 -0.098
C 4.0689 -6.1010 0.3222 -0.148
C 4.9467 -7.0671 -0.4533 -0.092
N 6.0669 -6.2715 -1.0634 0.057
C 5.5349 -5.2070 -1.9856 -0.086
C 4.6373 -4.2961 -1.1698 -0.139
H -1.9723 -6.7168 -1.9835 0.077
H -2.5600 -5.9976 -0.4775 0.083
H -0.8580 -6.4332 -0.6374 0.066
H -2.3228 -4.2596 -2.2272 0.122
H -0.6383 -4.6645 -2.4656 0.112
H -2.9919 -2.8281 -0.7790 0.150
H 1.8911 -1.8816 2.2309 0.109
H 1.0862 -5.1241 -1.4173 0.112
H 3.2290 -6.6411 0.7559 0.147
H 4.6509 -5.6634 1.1498 0.133
H 4.3858 -7.5222 -1.2670 0.139
H 5.3713 -7.8433 0.1807 0.136
H 6.7293 -6.8767 -1.5467 0.181
H 6.5685 -5.8028 -0.3041 0.182
H 4.9606 -5.7077 -2.7625 0.139
H 6.3759 -4.6752 -2.4259 0.138
H 4.2060 -3.5388 -1.8231 0.154
H 5.2331 -3.7705 -0.4080 0.135
C -2.7666 6.1907 -1.8457 -0.063
C -3.7950 5.3420 -2.5926 -0.167
C -4.2623 4.1193 -1.7835 -0.301
C -5.4385 3.4311 -2.5086 -0.167
C -5.9620 2.1964 -1.7758 -0.065
C -4.7770 4.6077 -0.4406 -0.415
O -5.6504 5.4378 -0.3331 0.107
N -4.1898 4.0563 0.6759 0.249
C -3.1457 3.1623 0.6383 -0.458
O -2.5551 2.8389 1.6862 0.084
N -2.7117 2.6322 -0.5090 0.207
C -3.1024 3.1135 -1.7238 -0.406
O -2.5747 2.7538 -2.7560 0.108
H -2.3378 6.9432 -2.5083 0.077
H -1.9502 5.5712 -1.4661 0.068
H -3.2249 6.7109 -1.0033 0.079
H -3.3645 4.9621 -3.5192 0.116
H -4.6697 5.9469 -2.8365 0.120
H -5.0920 3.1601 -3.5068 0.122
H -6.2360 4.1694 -2.6095 0.119
H -5.1626 1.4771 -1.5878 0.080
H -6.7356 1.6986 -2.3599 0.074
H -6.3994 2.4689 -0.8130 0.080
H -4.4682 4.3975 1.5849 0.174
C 3.3472 0.8627 2.7144 -0.178
C 2.1111 0.4189 3.4915 -0.385
Sb 0.2684 1.3745 2.8765 1.624
C 0.8992 3.3813 3.4260 -0.398
C 0.9356 3.6806 4.9209 -0.196
C -0.8912 0.8584 4.6382 -0.371
C -0.5194 -0.4856 5.2659 -0.193
H 4.2269 0.3041 3.0464 0.062
H 3.5532 1.9224 2.8708 0.060
H 3.2237 0.7068 1.6425 0.047
H 2.2134 0.6400 4.5558 0.047
H 1.9479 -0.6548 3.3871 0.011
H 0.2323 4.0686 2.9053 0.045
H 1.8857 3.5132 2.9792 0.040
H -0.0686 3.6896 5.3453 0.054
H 1.3829 4.6597 5.1093 0.064
H 1.5229 2.9381 5.4674 0.058
H -1.9240 0.8288 4.2861 0.051
H -0.8134 1.6581 5.3738 0.031
H -0.5050 -1.2750 4.5161 0.038
H -1.2443 -0.7656 6.0346 0.065
H 0.4640 -0.4480 5.7375 0.055